81
Properties=species:S:1:pos:R:3:forces:R:3:mulliken_charge:R:1 method="wB97M-V/def2-TZVPD" multiplicity=6 energy_ha=-5462.0319 max_force_ev_per_a=8.26 e_above_lowest_kj_mol=19.9 homo_lumo_gap_ev="4.61 / 4.62" charge=+1
Dy -1.28008 0.33562 -1.07731 -7.3 -3.5 1.8 -0.231
C -2.39601 -0.93374 1.37272 -0.6 0.5 -0.6 0.733
C -2.88513 0.40599 1.28747 0.4 -0.5 -0.8 0.579
C -3.86912 -0.82758 -0.39595 0.8 0.3 0.5 0.692
C -3.04401 -1.70013 0.36768 0.1 1.2 -0.1 0.721
C -3.77847 0.47522 0.17599 0.6 -0.4 -0.1 0.149
C -1.45486 -1.47804 2.38371 0.2 -0.3 0.3 -1.434
H -0.88490 -0.67881 2.87278 -0.1 -0.1 0.0 0.288
H -0.73055 -2.16413 1.91869 -0.2 0.1 0.1 0.103
H -1.98775 -2.03977 3.16814 0.2 0.1 -0.1 0.336
C -3.00921 -3.17763 0.25605 0.1 -0.4 -0.1 -1.416
H -2.01895 -3.57347 0.51114 -0.1 0.0 0.0 0.264
H -3.26270 -3.50687 -0.75820 0.0 -0.1 0.1 0.403
H -3.73685 -3.63874 0.94574 0.2 0.1 -0.2 0.344
C -4.73660 -1.24497 -1.52646 -0.2 -0.2 -0.4 -1.903
H -5.56335 -1.88221 -1.17880 0.1 0.1 -0.1 0.313
H -4.16141 -1.82191 -2.26643 -0.2 0.1 0.1 0.258
H -5.16809 -0.37736 -2.03528 0.0 -0.2 0.0 0.419
C -4.58304 1.66852 -0.20748 -0.2 0.5 -0.1 -1.434
H -5.46233 1.37395 -0.78999 0.1 0.2 0.1 0.420
H -4.00613 2.37859 -0.81985 -0.3 0.0 0.2 0.070
H -4.92985 2.20685 0.68634 0.0 -0.1 -0.2 0.342
C -2.68436 1.49547 2.28191 -0.2 0.3 0.1 -1.258
H -3.65374 1.78383 2.72263 0.4 0.0 0.0 0.436
H -2.25444 2.40302 1.82867 -0.1 0.0 0.2 0.170
H -2.02867 1.17577 3.09473 0.0 0.1 0.0 0.370
C 4.02312 -0.08744 2.82375 0.7 -0.1 0.1 -0.807
C 4.90108 0.88907 3.08410 -0.2 -0.5 0.2 -0.509
C 4.74520 2.31179 2.60677 0.4 0.2 0.0 -1.041
C 4.44864 2.46088 1.10088 0.4 0.3 -0.5 -0.756
C 2.95312 2.68873 0.72093 0.5 0.8 -0.5 0.287
C 2.02650 2.60748 1.90684 -3.5 -1.8 -2.8 -0.969
C 1.97441 1.39625 2.75515 0.0 -0.9 1.0 -1.074
C 2.71865 0.17640 2.13864 -0.6 0.1 0.0 0.781
H 5.70399 2.81413 2.78709 -0.3 0.0 0.0 0.488
H 4.87300 1.60651 0.55769 -0.1 0.3 0.4 -0.042
H 3.99395 2.86121 3.19255 0.3 0.0 0.0 0.343
H 2.89695 0.35895 1.06403 -0.1 -0.2 0.4 -0.737
H 4.22547 -1.13013 3.09521 0.0 0.5 0.1 0.468
H 5.80283 0.69328 3.67251 -0.3 -0.1 -0.3 0.439
H 2.06742 -0.71183 2.17796 0.2 0.3 0.0 0.532
H 2.39200 1.64264 3.74464 -0.1 -0.3 -0.2 0.853
H 1.60725 3.54174 2.27823 0.2 -0.1 0.1 0.258
H 0.92773 1.08309 2.93430 0.6 0.4 0.2 0.277
H 4.99777 3.34152 0.73407 -0.1 -0.3 0.1 0.499
H 2.88545 3.72723 0.34338 -0.1 -0.4 0.2 1.122
P 2.41891 1.79339 -0.85834 2.8 0.1 -0.4 0.878
C 3.55046 0.45233 -1.30940 0.5 -0.2 -0.4 -1.265
C 2.58484 3.00542 -2.18693 0.2 0.4 -0.2 -1.403
P 0.06784 1.88465 0.55425 1.4 2.2 1.9 0.350
C 0.86376 1.05399 -0.98512 1.3 0.8 0.2 0.515
C -0.21864 3.61196 -0.10520 -0.4 0.1 -0.2 -1.364
C -1.96225 1.79384 -2.73778 0.3 0.4 -0.4 -1.398
H 3.08442 -0.53499 -1.21258 0.0 0.3 0.1 0.253
H 4.47940 0.45144 -0.74090 -0.1 -0.1 -0.1 0.308
H 3.81301 0.60964 -2.36341 0.0 -0.2 0.2 0.576
H 3.40526 2.66832 -2.82818 -0.2 0.2 0.0 0.511
H 2.84375 3.98667 -1.78011 -0.1 -0.1 -0.2 0.427
H 1.67359 3.08813 -2.79094 0.2 0.0 0.2 0.444
H -1.18570 2.20491 -3.38960 -0.2 0.2 -0.4 0.410
H -2.64194 2.60729 -2.44788 0.2 -0.1 -0.1 0.320
H -2.55248 1.07466 -3.34026 0.2 0.2 0.1 0.418
H 0.98213 -0.07245 -0.85358 -0.2 1.1 -0.1 -0.415
H 0.38483 1.37461 -1.98771 1.0 0.0 1.0 0.476
H -1.27671 3.84103 0.09215 0.3 0.0 -0.2 0.469
H -0.04009 3.76471 -1.18138 -0.1 -0.2 0.4 0.298
H 0.38983 4.32013 0.47082 -0.2 -0.1 -0.2 0.436
Br 1.55456 -3.69159 0.24475 0.0 -0.6 0.0 -0.115
C 0.31407 -4.39695 -1.01628 -0.7 -0.2 -0.8 0.031
C 0.10369 -5.77576 -1.05761 0.2 0.1 0.0 -0.505
C -0.71170 -6.34345 -2.04638 0.0 0.5 -0.1 -0.570
C -1.31322 -5.53442 -3.01890 0.2 0.0 0.0 -0.644
C -1.15067 -4.14958 -2.96320 0.2 -0.5 0.2 -0.557
C -0.37722 -3.57810 -1.94798 0.1 -0.5 0.5 0.194
C -0.53923 -2.14142 -1.72094 -0.2 1.5 0.3 1.340
O -0.14990 -1.62212 -0.60885 0.4 -0.6 -1.2 -0.433
O -1.17075 -1.38325 -2.55414 0.9 -1.1 0.3 -0.806
H 0.58143 -6.40912 -0.31049 -0.1 0.1 -0.3 0.414
H -0.86024 -7.42347 -2.05553 0.0 0.3 0.0 0.404
H -1.91220 -5.97553 -3.81814 0.2 0.1 0.3 0.392
H -1.62678 -3.48390 -3.68160 0.0 -0.2 0.3 0.465